Entry 1:
71
Properties=species:S:1:pos:R:3:forces:R:3:mulliken_spin:R:1 method="wB97M-V/def2-TZVPD" s_squared=2.01 charge=+1 homo_lumo_gap_ev="3.4926 / 3.3253" multiplicity=3
W 0.266 0.371 -0.185 0.2 -0.2 0.7 1.67
O -2.470 -3.999 3.140 0.0 0.1 0.0 0.00
C -1.954 -3.146 2.500 0.1 -0.1 0.0 0.00
C -1.882 -3.077 0.937 -0.1 0.2 0.1 0.01
O -2.394 -3.805 0.145 0.0 0.0 0.0 0.00
C -1.087 -1.850 0.705 0.1 0.0 -0.2 0.01
C -0.735 -1.209 1.831 0.1 0.1 0.1 0.03
O -0.050 -0.053 1.680 -0.2 0.0 -0.2 -0.02
C -1.206 -1.891 3.063 -0.1 0.1 -0.1 0.01
O -1.093 -1.551 4.199 0.0 -0.1 0.0 0.00
O -0.710 -1.252 -0.461 -0.1 -0.1 0.1 -0.03
C 0.966 2.963 -2.620 0.1 0.0 0.0 0.02
C -0.487 2.480 -2.607 0.0 0.0 0.0 -0.02
C -1.350 3.382 -3.489 0.0 0.0 0.0 0.00
C -0.533 1.038 -3.135 0.0 -0.1 0.1 0.03
P -1.143 2.294 -0.877 -0.2 0.1 -0.1 0.12
C -2.913 1.992 -0.937 0.0 0.1 0.0 -0.03
C -3.437 0.711 -0.780 0.0 -0.1 0.0 0.02
C -4.808 0.508 -0.837 0.0 0.0 0.0 0.00
C -5.659 1.582 -1.045 0.0 0.0 0.0 0.00
C -5.143 2.862 -1.206 0.0 0.0 0.0 0.00
C -3.777 3.071 -1.156 0.0 0.0 0.0 -0.01
C -0.703 3.627 0.324 0.0 0.1 0.0 -0.01
C 0.772 3.378 0.670 0.1 0.0 0.0 0.05
C -0.889 5.048 -0.210 0.0 0.0 0.1 0.00
C -1.548 3.411 1.586 0.0 0.0 0.0 0.00
H 1.337 2.908 -3.645 0.0 0.0 0.0 0.00
H 1.641 2.346 -2.016 -0.1 0.0 0.0 0.00
H 1.064 3.996 -2.293 0.0 0.0 0.0 0.00
H -0.959 3.343 -4.508 0.0 0.0 0.0 0.00
H -1.315 4.421 -3.163 0.0 0.0 0.0 0.00
H -2.389 3.056 -3.520 0.0 0.0 0.0 0.00
H -0.078 0.978 -4.125 0.0 0.0 0.0 0.00
H -1.545 0.632 -3.179 0.0 0.0 0.0 0.00
H 0.049 0.313 -2.517 0.1 0.1 -0.1 0.01
H -2.790 -0.143 -0.634 0.0 0.0 0.0 -0.01
H -5.207 -0.490 -0.720 0.0 0.0 0.0 0.00
H -6.728 1.424 -1.088 0.0 0.0 0.0 0.00
H -5.807 3.699 -1.375 0.0 0.0 0.0 0.00
H -3.393 4.073 -1.294 0.0 0.0 0.0 0.00
H 1.452 3.572 -0.159 0.0 0.0 0.1 0.01
H 0.936 2.354 1.068 -0.1 0.0 0.0 -0.01
H 1.072 4.014 1.507 0.0 0.0 0.0 0.00
H -0.328 5.239 -1.123 0.0 0.0 0.0 0.00
H -0.533 5.752 0.546 0.0 0.0 0.0 0.00
H -1.938 5.279 -0.390 0.0 0.0 0.0 0.00
H -1.465 2.392 1.975 0.0 0.0 0.0 0.00
H -2.601 3.624 1.410 0.0 0.0 0.0 0.00
H -1.185 4.089 2.359 0.0 0.0 0.0 0.00
O 5.955 -2.760 -5.050 0.1 0.0 0.0 0.00
S 7.385 -2.631 -4.834 0.0 -0.1 -0.2 0.00
O 8.022 -3.771 -4.215 0.0 0.0 0.0 0.00
O 8.115 -1.977 -5.892 0.0 0.0 0.0 0.00
C 7.450 -1.414 -3.491 0.1 0.2 0.2 0.00
N 8.592 -0.768 -3.190 0.0 -0.2 -0.2 0.00
C 8.554 0.126 -2.228 0.0 0.2 0.2 0.00
C 7.390 0.443 -1.515 0.0 -0.2 -0.1 0.00
C 6.285 -0.300 -1.880 -0.2 0.1 0.1 0.00
N 6.319 -1.215 -2.840 -0.1 0.0 0.0 0.00
C 4.926 -0.147 -1.317 0.1 -0.1 0.0 0.00
C 4.567 0.783 -0.332 0.0 0.0 0.0 -0.01
C 3.260 0.904 0.048 0.0 0.0 0.0 0.02
N 2.280 0.130 -0.494 0.0 -0.1 -0.1 0.06
C 2.639 -0.848 -1.382 0.0 0.1 -0.2 0.02
C 3.920 -0.995 -1.818 0.0 -0.1 0.1 0.00
H 9.486 0.634 -2.002 0.0 0.0 0.0 0.00
H 7.389 1.200 -0.745 0.0 0.0 0.0 0.00
H 5.307 1.422 0.129 0.0 0.0 0.0 0.00
H 2.955 1.619 0.800 0.0 0.0 0.0 0.00
H 1.843 -1.494 -1.740 0.0 0.0 0.0 0.01
H 4.200 -1.753 -2.544 0.0 0.0 0.0 0.00

***

Entry 2:
62
Properties=species:S:1:pos:R:3:forces:R:3:lowdin_charge:R:1 method="wB97M-V/def2-TZVPD" charge=+1 homo_lumo_gap_ev="4.7064 / 5.3206"
C 3.869 -0.326 0.944 0.4 -0.2 -0.7 -0.19
C 3.020 -1.389 0.481 0.1 -0.1 0.1 -0.19
C 2.576 -1.071 -0.850 0.6 0.7 0.1 -0.18
H 2.742 -2.291 1.059 0.3 0.7 -0.5 0.12
C 3.186 0.183 -1.221 0.2 -0.7 0.4 -0.17
C 3.965 0.636 -0.113 0.9 -0.3 -0.4 -0.19
H 4.592 1.549 -0.094 -0.6 -0.7 0.0 0.13
H 4.382 -0.273 1.910 -0.3 0.0 -0.5 0.12
H 1.913 -1.662 -1.469 0.2 0.0 0.0 0.10
H 3.083 0.687 -2.191 0.0 -0.3 0.5 0.12
Sc 1.782 0.567 0.654 -1.2 0.5 -0.4 0.79
C -2.784 1.203 -0.488 1.3 0.8 0.3 -0.07
H -3.096 2.099 -1.063 -0.5 -0.6 0.7 0.05
H -3.181 0.987 0.507 -0.8 0.4 -0.4 0.04
H -1.710 1.378 -0.226 -0.6 -0.2 -0.6 0.00
Si -1.630 -1.235 -1.173 -1.1 -2.4 -1.1 0.79
C -2.773 -2.459 -0.325 -0.3 -0.1 0.2 -0.35
C -2.266 -3.758 -0.190 -0.7 -0.2 0.1 -0.12
H -1.237 -3.962 -0.496 -0.3 -0.1 0.1 0.09
C -3.103 -4.805 0.253 0.9 0.2 -0.2 -0.09
H -2.703 -5.814 0.293 -0.1 0.1 0.0 0.10
C -4.410 -4.558 0.601 -0.7 0.7 0.0 -0.08
H -5.084 -5.371 0.873 0.3 0.2 0.0 0.11
C -4.905 -3.236 0.561 0.3 -0.4 0.0 -0.08
H -5.926 -3.024 0.844 -0.1 -0.1 0.1 0.10
C -4.103 -2.200 0.116 0.8 0.0 -0.6 -0.10
H -4.502 -1.183 0.024 0.0 -0.4 0.1 0.09
C -1.784 -1.312 -3.056 0.7 0.5 0.1 -0.31
C -2.540 -2.353 -3.659 0.3 0.4 0.2 -0.09
H -3.134 -3.012 -3.022 0.3 0.0 -0.2 0.10
C -2.522 -2.531 -5.047 -0.1 0.1 0.4 -0.09
H -3.064 -3.374 -5.478 0.1 0.3 0.1 0.11
C -1.818 -1.651 -5.866 0.2 0.3 -0.1 -0.09
H -1.780 -1.814 -6.957 -0.1 0.2 0.7 0.11
C -1.158 -0.548 -5.293 0.1 0.0 -0.1 -0.10
H -0.650 0.174 -5.951 -0.3 -0.4 0.4 0.11
C -1.125 -0.376 -3.907 -0.3 -0.5 0.1 -0.12
H -0.603 0.481 -3.461 -0.1 -0.4 -0.3 0.09
H -0.749 -0.821 -0.122 1.2 0.7 0.0 -0.07
H -2.845 0.263 -1.097 -0.4 1.2 0.2 -0.06
N 2.523 3.072 3.023 -0.7 -1.1 -0.9 0.15
C 2.030 1.885 3.569 -0.2 -0.4 0.0 -0.25
C 1.976 1.758 4.965 0.2 0.4 -0.4 0.01
C 1.510 0.589 5.518 -0.3 -0.7 0.2 -0.03
C 1.098 -0.460 4.675 0.2 0.0 -1.0 -0.03
C 1.180 -0.283 3.289 0.0 0.8 1.5 -0.09
N 1.634 0.892 2.759 -0.4 -0.4 0.9 0.00
C 2.314 3.584 1.744 0.0 0.0 -0.2 -0.26
C 2.576 4.954 1.553 -0.2 -0.1 -1.2 0.02
C 2.445 5.492 0.270 -0.1 -1.0 0.5 -0.01
C 2.032 4.641 -0.775 -0.1 -0.5 -0.1 -0.04
C 1.770 3.303 -0.504 0.2 0.7 0.8 -0.10
N 1.911 2.775 0.751 0.0 1.0 -0.5 0.02
H 2.829 3.733 3.691 0.3 0.6 0.6 0.13
H 2.316 2.609 5.550 -0.1 -0.3 0.2 0.12
H 1.439 0.451 6.606 0.1 0.2 -0.6 0.13
H 0.730 -1.406 5.055 0.1 0.2 0.1 0.12
H 0.868 -1.072 2.588 0.1 0.4 0.3 0.12
H 2.883 5.537 2.400 0.1 0.3 0.1 0.12
H 2.652 6.537 0.064 0.0 -0.1 0.1 0.12
H 1.926 4.996 -1.800 0.0 0.0 0.4 0.12
H 1.435 2.615 -1.297 0.2 0.3 0.4 0.12

***

Entry 3:
63
Properties=species:S:1:pos:R:3:forces:R:3:lowdin_charge:R:1 method="wB97M-V/def2-TZVPD" charge=+1 homo_lumo_gap_ev=6.4293
Rh 0.007 0.599 -0.736 -0.3 -0.8 0.2 1.18
C 3.033 0.609 -0.568 0.0 0.0 0.1 -0.05
N 1.905 -0.112 -1.193 0.1 0.0 0.0 -0.30
C 1.984 0.060 -2.674 0.1 0.1 0.0 -0.04
C 1.879 -1.554 -0.903 0.0 0.0 -0.1 -0.20
C 3.045 -2.256 -0.665 0.0 0.0 0.0 -0.02
C 3.010 -3.633 -0.506 0.0 0.0 0.0 -0.07
C 1.798 -4.289 -0.621 0.0 0.0 0.0 -0.06
C 0.621 -3.589 -0.847 0.0 0.0 0.0 -0.01
C 0.619 -2.195 -0.955 0.0 0.0 0.0 -0.23
N -0.481 -1.335 -1.027 0.1 0.3 -0.2 -0.06
C -1.816 -1.620 -0.742 0.0 -0.1 0.1 -0.24
C -2.453 -2.865 -0.765 0.0 0.0 0.0 -0.01
C -3.731 -3.023 -0.248 0.0 0.0 0.0 -0.06
C -4.421 -1.950 0.285 0.0 0.0 0.0 -0.07
C -3.859 -0.683 0.207 -0.1 0.0 -0.1 -0.02
C -2.600 -0.516 -0.336 0.0 0.0 0.0 -0.21
N -2.057 0.821 -0.620 -0.1 0.0 -0.1 -0.29
C -2.403 1.146 -2.038 0.0 0.1 0.0 -0.04
C -2.590 1.891 0.248 0.1 -0.1 0.1 -0.05
H 3.987 0.269 -0.970 0.0 0.0 0.0 0.09
H 3.012 0.449 0.508 0.0 0.0 0.0 0.10
H 2.922 1.669 -0.783 0.0 0.0 0.0 0.09
H 2.946 -0.311 -3.032 0.0 0.0 0.0 0.11
H 1.891 1.118 -2.922 0.0 0.0 0.0 0.08
H 1.186 -0.512 -3.145 0.0 0.0 0.0 0.10
H 3.993 -1.741 -0.601 0.0 0.0 0.0 0.11
H 3.921 -4.180 -0.308 0.0 0.0 0.0 0.11
H 1.754 -5.366 -0.529 0.0 0.0 0.0 0.11
H -0.290 -4.153 -0.918 0.0 0.0 0.0 0.08
H -1.973 -3.719 -1.209 0.0 0.0 0.0 0.09
H -4.184 -4.006 -0.262 0.0 0.0 0.0 0.11
H -5.400 -2.082 0.723 0.0 0.0 0.0 0.11
H -4.426 0.167 0.560 0.0 0.0 0.0 0.11
H -3.487 1.214 -2.142 0.0 0.0 0.0 0.11
H -2.035 0.354 -2.689 0.0 0.0 0.0 0.10
H -1.954 2.101 -2.308 0.0 0.0 0.0 0.08
H -3.661 2.019 0.089 0.0 0.0 0.0 0.09
H -2.084 2.819 -0.004 0.0 0.0 0.0 0.09
H -2.402 1.642 1.290 0.0 0.0 0.0 0.10
C 0.521 -1.628 4.454 0.0 0.0 0.0 -0.06
C 1.010 -0.333 4.594 0.0 0.0 0.0 -0.06
C 0.969 0.553 3.534 0.0 0.0 -0.1 -0.02
C 0.429 0.131 2.317 0.0 0.2 -0.3 -0.20
C -0.061 -1.153 2.172 0.0 0.0 0.0 -0.01
C -0.013 -2.034 3.245 0.0 0.0 0.0 -0.05
N 0.384 1.057 1.185 0.3 0.4 0.3 -0.04
N 0.685 2.234 1.474 0.0 0.1 0.0 0.12
C 0.718 3.108 0.393 0.0 -0.1 0.2 -0.31
C 1.061 4.443 0.599 0.0 0.0 0.0 0.00
C 1.116 5.276 -0.502 0.0 0.0 0.0 -0.06
C 0.824 4.765 -1.767 0.0 0.0 0.1 -0.06
C 0.481 3.427 -1.947 0.0 -0.1 0.0 -0.11
C 0.426 2.561 -0.861 0.1 0.1 -0.1 -0.23
H 0.559 -2.313 5.290 0.0 0.0 0.0 0.11
H 1.431 -0.010 5.536 0.0 0.0 0.0 0.11
H 1.352 1.555 3.640 0.0 0.0 0.0 0.11
H -0.487 -1.468 1.237 0.0 0.0 -0.1 0.08
H -0.398 -3.037 3.123 0.0 0.0 0.0 0.11
H 1.282 4.798 1.597 0.0 0.0 0.0 0.12
H 1.383 6.317 -0.385 0.0 0.0 0.0 0.11
H 0.866 5.425 -2.625 0.0 0.0 0.0 0.11
H 0.256 3.071 -2.949 0.0 0.0 0.0 0.10

***

Energy relative to the best compared isomer or geometry (same formula, charge and spin) across the listed records, respectively: 0.0, 83.7, 0.0 kcal/mol.
Energy across the listed records, respectively: -72295.11608, -62547.01782, -39958.81309 eV.